Entry 1:
The following is a DFT calculation (the ωB97M-V functional and the def2-TZVPD basis) of a molecular structure, C22H18N14RuS.

Calculated values
* ⟨S²⟩: 8.7927
* multiplicity: 6
* energy relative to the best compared isomer or geometry (same formula, charge and spin): 1.90 kJ/mol
* total charge: -1
* HOMO (spin up / spin down): -2.86 / -4.85 eV
* lowest unoccupied orbital energy (spin up / spin down): 2.4 / 0.8 eV

CARTESIAN COORDINATES (ANGSTROEM)
Ru  -1.4525  -0.7281  0.1901
N  -4.1381  -0.1574  3.9259
C  -3.2569  -0.1062  2.8463
S  -2.2727  -1.5216  2.5790
N  -3.2109  0.9985  2.1958
N  -2.3196  1.0149  1.1456
C  -2.0732  2.2099  0.6264
C  -1.4273  2.2921  -0.6060
C  -0.9389  3.5090  -1.1660
C  -0.2466  3.4923  -2.3361
C  -0.0352  2.2554  -3.0087
C  -0.5607  1.1244  -2.4370
N  -1.2432  1.1077  -1.2838
H  -4.4951  -1.0818  4.1050
H  -4.8558  0.5494  3.8618
H  -2.4027  3.0943  1.1604
H  -1.1145  4.4338  -0.6282
H  0.1359  4.4148  -2.7576
H  0.5010  2.1962  -3.9455
H  -0.4660  0.1671  -2.9424
N  -3.1787  -3.6363  -0.4030
C  -3.8425  -2.4513  -0.5977
N  -5.1158  -2.3709  -0.8860
N  -5.3370  -1.0278  -1.0316
N  -4.2704  -0.3567  -0.8407
N  -3.2613  -1.2492  -0.5596
C  -1.8678  -3.7467  -0.0222
N  -1.2996  -4.8879  0.2811
N  -0.0097  -4.5506  0.5747
N  0.1799  -3.2952  0.4531
N  -1.0043  -2.7270  0.0413
H  -3.7411  -4.4662  -0.3330
N  0.3413  -0.1810  0.5639
C  1.5661  -0.0128  0.3275
C  2.4357  -1.1014  -0.2146
C  2.1072  -1.7359  -1.4024
C  2.8993  -2.7686  -1.8805
C  4.0094  -3.1826  -1.1583
C  4.3375  -2.5497  0.0346
C  3.5581  -1.5016  0.5009
C  2.1491  1.3394  0.5899
C  3.3507  1.7344  0.0097
C  3.8393  3.0157  0.2276
C  3.1333  3.9022  1.0299
C  1.9324  3.5100  1.6104
C  1.4398  2.2350  1.3905
H  1.2194  -1.4330  -1.9397
H  2.6343  -3.2669  -2.8043
H  4.6130  -4.0064  -1.5184
H  5.1945  -2.8796  0.6080
H  3.8074  -1.0036  1.4308
H  3.8915  1.0459  -0.6275
H  4.7690  3.3230  -0.2354
H  3.5195  4.8995  1.2035
H  1.3761  4.2011  2.2311
H  0.4972  1.9179  1.8213


Entry 2:
The following is a DFT calculation (the ωB97M-V functional and the def2-TZVPD basis) of a molecular structure, C32H36Cl3N3ORuS3Te.

Calculated values
* ⟨S²⟩: 0.7702
* multiplicity: 2
* energy relative to the best compared isomer or geometry (same formula, charge and spin): 289.94 kJ/mol
* total charge: -1
* HOMO (spin up / spin down): -3.78 / -3.72 eV
* lowest unoccupied orbital energy (spin up / spin down): 2.1 / 2.1 eV

CARTESIAN COORDINATES (ANGSTROEM)
Ru  -1.9964  0.9199  1.8495
Cl  0.9587  1.1198  2.9079
C  1.6312  2.2604  1.7704
C  2.9727  2.5625  1.9405
C  3.5968  3.4643  1.0961
C  2.8550  4.0556  0.0853
C  1.5184  3.7354  -0.0674
Cl  0.6801  4.5072  -1.3839
C  0.8288  2.8203  0.7614
S  -0.8490  2.4779  0.4384
H  3.5164  2.0784  2.7404
H  4.6465  3.6950  1.2168
H  3.3050  4.7589  -0.6018
C  -4.7798  1.8506  5.4515
C  -3.9820  1.1185  4.4002
S  -2.6640  2.0052  3.6648
C  -4.2115  -0.1556  4.0281
C  -5.3143  -1.0010  4.5976
S  -3.2383  -0.8881  2.7934
H  -4.3210  2.8142  5.6725
H  -4.8410  1.2893  6.3875
H  -5.8015  2.0439  5.1128
H  -5.7721  -0.5409  5.4733
H  -4.9330  -1.9844  4.8822
H  -6.0939  -1.1629  3.8493
C  4.0052  -4.2316  -1.8437
C  2.5421  -4.5162  -1.4833
C  1.9751  -5.5195  -2.4925
C  2.5260  -5.1382  -0.0780
C  1.7154  -3.1861  -1.4853
O  2.3134  -2.2700  -0.5857
C  1.6014  -2.5846  -2.9030
C  1.0773  -1.1385  -2.9913
C  2.0349  -0.0734  -2.5008
C  1.6896  0.8054  -1.4783
C  2.5885  1.7569  -1.0175
C  3.8427  1.8362  -1.5966
Cl  4.9842  3.0226  -1.0249
C  4.2089  0.9921  -2.6316
C  3.2984  0.0451  -3.0779
C  0.2755  -3.4372  -0.9311
N  -0.0821  -2.5605  0.1543
C  -0.7223  -1.3944  0.0746
N  -0.6606  -0.7773  1.2306
C  0.0043  -1.6538  2.0302
N  0.3841  -2.7445  1.4099
H  4.5634  -5.1698  -1.8477
H  4.4763  -3.5808  -1.1051
H  4.1223  -3.7825  -2.8309
H  2.4841  -6.4791  -2.3781
H  2.1189  -5.1904  -3.5231
H  0.9083  -5.6983  -2.3376
H  3.3682  -5.8249  0.0298
H  1.6196  -5.7151  0.1104
H  2.6008  -4.3713  0.6924
H  3.0754  -1.8600  -1.0094
H  0.9398  -3.2302  -3.4863
H  2.5685  -2.6290  -3.4069
H  0.1229  -1.0355  -2.4756
H  0.8606  -0.9389  -4.0449
H  0.7122  0.7542  -1.0098
H  2.3153  2.4261  -0.2125
H  5.1883  1.0809  -3.0817
H  3.5826  -0.6092  -3.8952
H  0.1502  -4.4585  -0.5847
H  -0.4620  -3.2696  -1.7166
H  -1.1920  -1.0087  -0.8164
H  0.1981  -1.4714  3.0724
Te  -3.9395  0.9583  0.1028
C  -4.1034  3.0019  -0.4578
C  -3.7371  4.0514  0.3795
C  -3.9379  5.3665  -0.0137
C  -4.5108  5.6602  -1.2444
C  -4.8796  4.6190  -2.0843
C  -4.6725  3.3027  -1.6934
H  -3.2833  3.8390  1.3402
H  -3.6368  6.1679  0.6509
H  -4.6629  6.6892  -1.5470
H  -5.3198  4.8286  -3.0524
H  -4.9521  2.5005  -2.3679


Entry 3:
The following is a DFT calculation (the ωB97M-V functional and the def2-TZVPD basis) of a molecular structure, C58H67BrIN2O2PRuSSe.

Calculated values
* ⟨S²⟩: 8.7945
* multiplicity: 6
* energy relative to the best compared isomer or geometry (same formula, charge and spin): 0.00 kJ/mol
* total charge: +1
* HOMO (spin up / spin down): -8.90 / -8.91 eV
* lowest unoccupied orbital energy (spin up / spin down): -2.3 / -4.6 eV

CARTESIAN COORDINATES (ANGSTROEM)
Ru  -0.4902  0.5182  -1.3770
C  1.4219  1.6221  6.5259
C  1.1013  0.3249  5.7665
C  2.2569  -0.6730  5.9386
C  -0.1551  -0.2980  6.3778
C  0.9404  0.6521  4.2913
C  -0.2394  0.4456  3.5843
C  -0.3008  0.7263  2.2359
Se  -1.8896  0.3324  1.2031
C  -1.8630  -1.5838  1.1451
C  -1.9143  -2.3743  2.2634
C  -1.9140  -3.7608  2.1308
C  -1.8778  -4.2939  0.8385
C  -1.8542  -3.5357  -0.3115
C  -1.8441  -2.1088  -0.1816
O  -1.7994  -1.3043  -1.1673
C  -1.8848  -4.1617  -1.6955
C  -0.6944  -3.6536  -2.5228
C  -1.8184  -5.6922  -1.6674
C  -3.2105  -3.7649  -2.3639
C  -1.9975  -4.6365  3.3668
C  -1.7775  -6.1179  3.0468
C  -3.3983  -4.4659  3.9769
C  -0.9307  -4.2038  4.3837
C  0.7810  1.3164  1.5181
O  0.6825  1.5944  0.2788
C  1.9781  1.5736  2.2684
C  2.0200  1.2076  3.5936
C  3.1321  2.2783  1.5738
C  2.6186  3.6504  1.1109
C  4.3280  2.5030  2.5042
C  3.6121  1.4659  0.3623
H  1.4860  1.4225  7.5928
H  0.6415  2.3605  6.3559
H  2.3666  2.0485  6.1995
H  2.3707  -0.9320  6.9881
H  3.1979  -0.2574  5.5904
H  2.0547  -1.5853  5.3809
H  0.0520  -0.5823  7.4064
H  -0.4483  -1.1959  5.8397
H  -0.9826  0.4061  6.3824
H  -1.1216  0.0635  4.0728
H  -1.9540  -1.9029  3.2325
H  -1.8680  -5.3637  0.7315
H  0.2438  -3.9907  -2.0841
H  -0.6816  -2.5680  -2.5631
H  -0.7602  -4.0361  -3.5381
H  -0.9091  -6.0509  -1.1904
H  -1.8242  -6.0590  -2.6907
H  -2.6798  -6.1178  -1.1578
H  -3.3660  -2.6957  -2.2989
H  -4.0454  -4.2596  -1.8726
H  -3.2022  -4.0417  -3.4145
H  -2.5606  -6.5002  2.3968
H  -1.7988  -6.6978  3.9664
H  -0.8102  -6.2743  2.5731
H  -4.1572  -4.7844  3.2652
H  -3.5929  -3.4282  4.2373
H  -3.4939  -5.0714  4.8756
H  0.0597  -4.2523  3.9349
H  -0.9446  -4.8631  5.2485
H  -1.1005  -3.1903  4.7359
H  2.9308  1.3705  4.1444
H  2.2410  4.2155  1.9620
H  1.8110  3.5317  0.3930
H  3.4216  4.2158  0.6438
H  4.0456  3.0901  3.3746
H  5.1022  3.0514  1.9744
H  4.7606  1.5585  2.8264
H  2.7851  1.2564  -0.3133
H  4.0484  0.5213  0.6859
H  4.3688  2.0329  -0.1747
Br  -2.9990  -0.2988  -3.5480
C  -2.4406  0.2620  -5.2658
C  -3.4002  0.4456  -6.2540
C  -3.0305  0.8763  -7.5133
C  -1.6957  1.1309  -7.7876
C  -0.7315  0.9257  -6.8144
C  -1.1016  0.4877  -5.5506
I  0.4386  0.1143  -4.0857
H  -4.4309  0.2376  -6.0144
H  -3.7833  1.0095  -8.2753
H  -1.3973  1.4845  -8.7622
H  0.3088  1.1032  -7.0370
C  5.1007  -4.1487  1.1321
C  4.4856  -3.3213  0.0622
C  5.0521  -3.0811  -1.1627
C  4.3440  -2.2794  -2.0916
N  3.1729  -1.7556  -1.8044
C  2.6171  -1.9885  -0.6203
S  1.1271  -1.4096  -0.1569
N  3.2798  -2.7671  0.3100
C  4.9147  -2.0009  -3.4348
H  6.0467  -4.5643  0.8006
H  4.4348  -4.9654  1.4084
H  5.2729  -3.5457  2.0230
H  6.0140  -3.4933  -1.4151
H  2.8038  -2.9203  1.1923
H  5.8570  -2.5229  -3.5741
H  5.0671  -0.9282  -3.5441
H  4.2142  -2.2994  -4.2127
C  1.7928  5.3885  -4.3248
C  2.2295  4.2214  -3.7186
C  1.3672  3.4904  -2.9178
C  0.0547  3.9201  -2.7387
C  -0.3795  5.0947  -3.3519
C  0.4887  5.8240  -4.1416
P  -1.0112  2.9876  -1.5949
C  -1.1500  4.1591  -0.1889
C  -1.8295  3.7806  0.9661
C  -1.9199  4.6283  2.0528
C  -1.3297  5.8799  2.0100
C  -0.6194  6.2535  0.8822
C  -0.5158  5.3995  -0.2007
C  -2.6653  2.9761  -2.3581
C  -3.7234  2.5276  -1.5669
C  -4.9735  2.3320  -2.1158
C  -5.1827  2.5686  -3.4652
C  -4.1314  2.9917  -4.2606
C  -2.8722  3.1830  -3.7187
H  2.4688  5.9761  -4.9280
H  3.2464  3.8887  -3.8681
H  1.7124  2.5934  -2.4074
H  -1.3907  5.4401  -3.1853
H  0.1496  6.7410  -4.6011
H  -2.2908  2.8046  1.0374
H  -2.4415  4.3000  2.9393
H  -1.4070  6.5451  2.8573
H  -0.1382  7.2189  0.8346
H  0.0554  5.7195  -1.0573
H  -3.5546  2.3072  -0.5204
H  -5.7818  1.9814  -1.4959
H  -6.1596  2.4118  -3.8952
H  -4.2900  3.1698  -5.3132
H  -2.0538  3.4828  -4.3598


Entry 4:
The following is a DFT calculation (the ωB97M-V functional and the def2-TZVPD basis) of 2 unconnected molecules or ions with the total composition C6H11N3O.

Calculated values
* SMILES: Cc1c[nH]cn1.CC(N)=O
* energy relative to the best compared isomer or geometry (same formula, charge and spin): 57.92 kJ/mol
* HOMO: -8.94 eV
* lowest unoccupied orbital energy: 0.7 eV

CARTESIAN COORDINATES (ANGSTROEM)
C  -1.0646  -0.1310  -2.6784
C  -0.0917  -2.1437  0.1005
C  -0.9042  -1.2709  -1.7011
C  -0.4771  -2.5342  -2.0219
N  -0.5390  -1.0215  -0.3871
N  0.0602  -3.0782  -0.8792
H  0.1911  -2.2656  1.1343
H  0.0436  -4.0791  -0.7517
H  -0.5587  -3.0938  -2.9365
H  -1.9299  0.4636  -2.3965
H  -1.2188  -0.5678  -3.6559
H  -0.1820  0.4960  -2.6319
C  -0.2411  1.8848  0.8193
C  0.7143  2.4695  1.8280
O  0.5905  3.5476  2.3594
N  1.6070  1.5247  2.2951
H  -0.9958  1.2305  1.2383
H  0.3196  1.2693  0.1220
H  2.3326  1.8565  2.9140
H  1.9147  0.8158  1.6470
H  -0.7678  2.6576  0.2665


Entry 5:
The following is a DFT calculation (the ωB97M-V functional and the def2-TZVPD basis) of a molecular structure, C3H7ClS2.

Calculated values
* energy relative to the best compared isomer or geometry (same formula, charge and spin): 238.24 kJ/mol
* HOMO: -9.09 eV
* lowest unoccupied orbital energy: -0.1 eV

CARTESIAN COORDINATES (ANGSTROEM)
C  -0.9584  -0.4596  1.0876
C  -0.0714  0.6722  0.7869
C  1.4726  0.5013  0.8435
H  -3.0152  -1.3352  -0.0951
H  -0.6117  -1.0468  1.9600
H  -2.0641  0.1202  1.2283
H  -0.1933  1.1322  1.8524
H  -0.4999  0.9664  -1.4270
H  1.6863  0.0493  1.9005
H  1.9385  1.4865  0.8901
S  -1.2905  -1.4811  -0.3281
S  -0.7530  1.8374  -0.5600
Cl  1.9293  -0.6680  -0.4946


> energy relative to the best compared isomer or geometry (same formula, charge and spin) of number 2 (C32H36Cl3N3ORuS3Te)?

289.94 kJ/mol


> Which of these has the lowest energy relative to the best compared isomer or geometry (same formula, charge and spin)?

C58H67BrIN2O2PRuSSe